Record 1
19
Properties=species:S:1:pos:R:3:lowdin_charge:R:1 method="wB97M-V/def2-TZVPD" e_above_lowest_kcal_mol=46.29 homo_ev=-3.589 total_charge=-1 orbital_gap_ev=6.45 fmax_ha_per_bohr=0.046
Cl -4.88 -4.91 -21.69 -0.996
C -10.57 -3.46 -21.77 -0.156
O -10.37 -2.10 -22.21 -0.121
H -9.86 -3.93 -21.09 0.077
H -11.55 -3.64 -21.34 0.060
H -10.61 -4.11 -22.64 0.074
H -10.45 -1.45 -21.50 0.064
C -7.24 -2.95 -15.58 -0.194
O -7.71 -3.98 -16.38 -0.120
H -7.79 -2.74 -14.67 0.074
H -6.26 -3.29 -15.24 0.070
H -7.11 -2.08 -16.22 0.079
H -7.42 -3.97 -17.30 0.090
C -7.82 -10.93 -20.67 -0.180
O -7.59 -10.39 -21.95 -0.118
H -7.27 -10.42 -19.88 0.082
H -8.84 -11.11 -20.33 0.066
H -7.47 -11.95 -20.84 0.067
H -6.94 -9.69 -21.86 0.081

Record 2
57
Properties=species:S:1:pos:R:3:lowdin_charge:R:1 method="wB97M-V/def2-TZVPD" e_above_lowest_kcal_mol=41.54 homo_ev=-8.019 total_charge=0 orbital_gap_ev=7.80 fmax_ha_per_bohr=0.072
Ir -0.04 -0.53 -0.40 1.222
S -0.45 -3.40 -3.67 1.026
C -0.67 -4.26 -2.21 -0.400
C -0.63 -3.45 -1.11 -0.154
C -0.43 -2.08 -1.46 -0.438
C -0.30 -1.93 -2.82 -0.559
C 0.04 -0.61 -3.28 -0.278
C -0.06 -0.11 -4.57 -0.004
C 0.22 1.22 -4.80 -0.048
C 0.62 2.03 -3.75 -0.052
C 0.71 1.48 -2.49 -0.115
N 0.43 0.19 -2.25 -0.066
H -0.81 -5.33 -2.23 0.068
H -0.75 -3.81 -0.09 0.106
H -0.39 -0.76 -5.37 0.117
H 0.12 1.63 -5.80 0.113
H 0.86 3.07 -3.89 0.110
H 1.05 2.05 -1.64 0.110
O -1.61 2.69 1.72 -0.315
Cl -0.56 1.71 1.74 0.711
O 0.36 1.93 2.81 -0.289
O 0.21 1.77 0.42 -0.490
O -1.11 0.36 1.78 -0.423
C -4.39 3.28 -2.13 -0.070
N -3.82 1.96 -1.97 -0.060
C -2.61 1.71 -1.46 -0.749
N -1.79 2.74 -1.27 0.151
S -2.24 0.06 -1.16 0.804
H -5.30 3.20 -2.71 0.090
H -3.71 3.93 -2.69 0.085
H -4.63 3.75 -1.17 0.095
H -4.43 1.16 -2.03 0.114
H -2.14 3.68 -1.28 0.108
H -0.93 2.57 -0.76 0.037
C 6.40 -5.21 1.92 -0.049
C 5.24 -4.30 1.60 -0.260
C 5.15 -3.66 0.37 -0.013
C 4.09 -2.83 0.05 -0.178
C 4.11 -2.18 -1.31 -0.034
C 3.07 -2.65 1.00 -0.044
C 3.15 -3.27 2.26 -0.180
C 2.12 -3.08 3.36 -0.034
C 4.24 -4.08 2.53 -0.013
C 1.85 -1.88 0.64 -0.528
O 1.91 -0.93 -0.23 -0.135
O 0.71 -2.13 1.13 -0.045
H 7.04 -5.37 1.05 0.073
H 6.05 -6.19 2.27 0.081
H 7.02 -4.79 2.72 0.083
H 5.93 -3.82 -0.37 0.112
H 4.93 -2.59 -1.90 0.074
H 4.25 -1.10 -1.23 0.086
H 3.17 -2.33 -1.86 0.079
H 1.23 -3.68 3.18 0.087
H 1.78 -2.05 3.43 0.086
H 2.56 -3.38 4.31 0.075
H 4.30 -4.56 3.51 0.119

Record 3
87
Properties=species:S:1:pos:R:3:lowdin_spin:R:1 method="wB97M-V/def2-TZVPD" homo_ev="-2.320 / -5.086" total_charge=-1 s2=0.766 orbital_gap_ev="3.15 / 5.92" spin_multiplicity=2 fmax_ha_per_bohr=0.078
C -4.63 0.15 2.60 0.000
N -3.79 -0.58 3.59 0.000
O -2.74 -1.14 3.22 0.000
O -4.09 -0.47 4.75 0.000
H -5.54 -0.43 2.74 0.000
H -4.17 0.08 1.62 0.000
H -4.49 1.19 2.90 0.000
C -1.27 5.82 -4.27 0.000
N -1.74 4.42 -3.71 0.001
O -0.88 3.77 -3.19 0.001
O -2.90 4.07 -3.90 0.002
H -0.19 5.89 -4.19 0.000
H -1.66 6.57 -3.58 0.000
H -1.63 5.91 -5.29 0.000
C 0.22 -6.75 -1.80 0.000
N -0.14 -8.04 -2.42 0.000
O 0.03 -8.12 -3.67 0.000
O -0.30 -8.99 -1.65 0.000
H 0.56 -6.00 -2.52 0.000
H 0.99 -6.88 -1.04 0.000
H -0.62 -6.23 -1.33 0.000
C 2.56 -2.02 1.29 0.000
N 3.08 -0.65 1.51 0.000
O 2.34 0.35 1.52 0.000
O 4.30 -0.58 1.47 0.000
H 1.54 -2.09 1.68 0.000
H 3.25 -2.67 1.83 0.000
H 2.58 -2.14 0.21 0.000
C -3.48 -4.34 1.60 0.000
N -4.87 -4.32 2.21 0.000
O -5.67 -5.23 1.82 0.000
O -5.15 -3.41 2.92 0.000
H -3.00 -5.32 1.68 0.000
H -2.72 -3.66 1.99 0.000
H -3.68 -4.05 0.57 0.000
C -1.03 1.31 -0.21 0.001
C -1.22 0.36 0.78 0.000
C -1.03 -0.95 0.53 0.001
C -0.41 -1.43 -0.71 0.000
C -0.15 -0.49 -1.69 0.002
C -0.39 0.92 -1.41 0.001
N -0.16 -2.86 -0.97 0.000
O 0.55 -3.26 -1.89 0.000
O -0.77 -3.66 -0.24 0.000
H -1.16 2.37 -0.01 0.000
H -1.59 0.76 1.71 0.000
H -1.25 -1.70 1.27 0.000
H 0.15 -0.79 -2.68 0.000
H -0.08 1.59 -2.20 0.000
C 0.79 5.02 -0.77 0.087
C 1.08 3.85 -0.06 0.002
C 2.03 2.95 -0.47 0.059
C 2.76 3.19 -1.66 0.037
C 2.54 4.44 -2.33 0.063
C 1.58 5.39 -1.90 -0.005
N 3.74 2.21 -2.18 0.284
O 3.72 1.03 -1.78 0.249
O 4.24 2.42 -3.35 0.184
H 0.07 5.68 -0.31 0.007
H 0.57 3.77 0.89 -0.002
H 2.22 2.06 0.11 0.005
H 3.17 4.76 -3.14 0.007
H 1.48 6.37 -2.34 -0.002
C 2.39 0.22 6.99 0.000
C 2.22 0.24 5.64 0.000
C 1.29 1.04 4.96 0.000
C 0.45 1.85 5.78 0.000
C 0.55 1.81 7.15 0.000
C 1.54 0.99 7.77 0.000
N -0.60 2.71 5.05 0.000
O -1.10 3.58 5.80 0.000
O -0.86 2.49 3.86 0.000
H 3.13 -0.47 7.39 0.000
H 2.78 -0.42 5.00 0.000
H 1.25 1.17 3.89 0.000
H -0.03 2.43 7.82 0.000
H 1.61 0.95 8.85 0.000
C 0.60 -3.51 -6.15 0.000
Br -0.54 -2.65 -4.88 0.000
Br 1.03 -5.37 -5.71 0.000
Br 2.23 -2.44 -6.58 0.000
H -0.02 -3.48 -7.05 0.000
C 1.85 1.93 -5.88 0.004
Br 2.74 1.64 -7.62 0.002
Br 1.22 0.31 -4.96 0.004
Br 0.27 3.12 -6.15 0.003
H 2.44 2.45 -5.12 0.004